The following is a quantum chemistry calculation of a 3-piece molecular cluster, C3H12N2O overall at a distorted geometry, from the Open Molecules 2025 dataset.

Summary:
SMILES = C=C.NCO.N
Energy above the lowest of the compared OMol25 structures with the same formula, charge and spin = 2.5992 eV
LUMO energy = 0.02697 hartree
Calculated total energy = -8330.723 eV

Last column: Löwdin charge in e.
Geometry (Å):
H (-3.41794, 1.50845, -2.08494)  -0.010
C (3.28467, 0.57650, -0.04069)  -0.067
N (0.10508, -0.78536, 1.19326)  -0.023
C (-1.26748, -0.88841, 1.91962)  -0.359
H (0.47465, 0.17148, 1.29701)  0.052
O (-2.36451, -0.36622, 1.30194)  -0.053
H (3.00068, -0.90529, -1.48569)  0.033
H (4.36216, 0.65326, -0.02210)  0.033
H (2.77324, 1.50182, 0.14208)  0.028
C (2.49861, -0.29756, -0.76665)  -0.057
N (-2.66877, 1.14231, -2.65177)  -0.013
H (-2.27671, -0.69215, 0.40164)  0.077
H (-2.00821, 1.98101, -2.85999)  0.056
H (-1.41581, -2.00623, 2.16148)  0.130
H (-2.22439, 0.33264, -2.27752)  -0.028
H (0.89262, -1.39839, 1.55451)  0.088
H (1.44805, -0.35058, -0.58195)  -0.005
H (-1.19594, -0.17727, 2.79977)  0.120

=====

The following is a quantum chemistry calculation of C29H28F3IN3O4S2 as an isolated structure at a distorted geometry, from the Open Molecules 2025 dataset.

Summary:
LUMO energy = 0.06752 hartree
Charge = -1
Calculated total energy = -81107.069 eV

Last column: Löwdin charge in e.
Geometry (Å):
F (4.60669, -2.49426, 1.70204)  0.124
C (2.43538, -4.20008, 1.35875)  -0.403
H (-3.46182, -1.64423, 1.79536)  0.109
C (-5.24295, -2.47693, 0.87638)  -0.450
H (1.20310, -3.37004, -1.86392)  0.096
C (1.23612, 2.30729, -0.92325)  -0.299
N (-1.95693, -4.30873, -0.25830)  0.051
H (0.47689, -3.47306, 0.75280)  0.055
C (2.43014, 3.23284, 1.15677)  -0.105
C (2.39484, 2.30085, 0.09556)  -0.335
O (4.59484, 1.50292, 0.08537)  0.028
O (-3.58977, -3.58804, -1.51551)  0.010
H (-4.19785, 1.80090, -1.41587)  0.105
C (1.35378, 4.16618, 1.25090)  -0.316
I (2.15632, 4.27751, -1.55284)  1.087
C (-3.16187, 0.77601, 0.13653)  -0.210
C (3.26371, -1.35316, 0.03231)  0.006
C (-4.27737, -1.28946, 1.14898)  -0.246
H (-5.64440, -2.42545, -0.14784)  0.069
C (1.79149, -0.07281, -1.47160)  -0.082
H (2.64451, -4.66698, -0.70557)  0.121
C (-2.42862, 3.00398, -0.81668)  -0.182
C (0.18082, 4.16718, 0.31525)  -0.193
H (4.16879, -3.96067, 0.03187)  0.115
O (2.77927, 7.22690, 2.61762)  0.012
C (-2.44676, -3.62589, -2.23146)  -0.199
H (-2.14112, 0.70748, 0.54749)  0.119
C (2.54877, 6.21001, 2.00232)  -0.244
C (2.82564, -0.09251, -0.49512)  0.031
F (5.51851, -0.96573, 0.48493)  0.129
C (3.39705, 1.25557, -0.07487)  -0.374
H (1.31161, -2.40804, 1.88118)  0.090
O (0.99907, 1.45590, -3.15194)  0.041
C (1.65841, -2.46298, -1.46267)  -0.083
H (-3.80420, 1.21942, 0.91444)  0.105
H (3.24242, 3.21215, 1.88572)  0.130
H (3.17402, 5.98182, 1.10290)  0.113
H (0.60079, -3.88792, 2.53138)  0.076
C (3.07738, -3.91444, -0.02999)  -0.070
C (2.65989, -2.50158, -0.48612)  -0.169
H (-3.11111, 3.83917, -1.06082)  0.102
H (1.86300, 4.66607, 3.29183)  0.116
C (-3.13426, 1.65954, -1.14833)  -0.197
N (2.99168, -4.96072, 2.20558)  0.117
C (1.20585, -1.25113, -1.96638)  -0.477
H (-2.30109, -3.33242, -3.26612)  0.113
F (4.12399, -0.42977, 2.06712)  0.148
H (-2.65277, 1.09324, -1.96333)  0.102
H (-0.64999, 4.86458, 0.45968)  0.115
H (0.66658, -1.30309, -4.36699)  -0.104
C (0.07695, 3.30568, -0.74726)  -0.467
H (-1.06884, 2.38568, -2.35642)  0.090
S (-4.42154, -4.12242, 1.00030)  0.946
H (-1.17515, 4.20337, -2.22575)  0.113
S (-0.08227, -1.26408, -3.23352)  0.798
N (-1.46948, -4.06790, -1.51123)  0.051
H (-2.22959, 3.05271, 0.25893)  0.092
H (-4.85322, -0.49686, 1.65343)  0.103
H (-2.77445, -1.25129, -0.44745)  0.103
C (1.29298, 1.25261, -1.99657)  -0.364
C (-3.21672, -4.02858, -0.27950)  -0.684
C (1.10913, -3.46997, 1.65274)  -0.027
C (1.46076, 5.17630, 2.40384)  -0.117
H (-6.11539, -2.44627, 1.54583)  0.076
C (4.35404, -1.32249, 1.08510)  -0.540
H (0.50582, 5.68739, 2.59257)  0.112
C (-1.12797, 3.25024, -1.68416)  -0.129
H (-4.38722, -0.65442, -0.97535)  0.114
H (2.41049, -4.97875, 3.04730)  0.043
C (-3.66683, -0.67827, -0.13841)  -0.210

=====

What is the LUMO energy in the first record?
0.02697 hartree

=====

What is the calculated total energy in the first record?
-8330.723 eV

=====

The lowest calculated total energy belongs to which entry?
C29H28F3IN3O4S2

=====

The lowest LUMO energy belongs to which entry?
C3H12N2O